Density functional theory data (ωB97M-V with the def2-TZVPD basis set) for one molecule with the formula C7H10N2O2S2 at a distorted geometry.

Multiplicity ... 1
Electronic energy ... -1328.94858 hartree
E_LUMO ... -0.88 eV
Gap between HOMO and LUMO ... 7.5 eV
Highest occupied orbital energy ... -0.309 Eh

The geometry in XYZ format:
```
23
Properties=species:S:1:pos:R:3:nbo_charge:R:1
C -1.63622 0.31931 -1.40855 0.02
C -2.75302 0.15234 -2.39347 -0.23
C -2.31959 -1.72109 -0.94797 0.18
C -2.37178 -3.10809 -0.46858 -0.67
C 1.32380 0.40048 -0.32966 -0.62
C 0.95994 2.34168 0.94415 -0.63
C 0.16074 1.16532 0.40426 -0.31
N -1.48425 -0.80006 -0.62646 -0.49
N -3.02722 1.14181 -3.25291 0.47
O -2.51864 2.24436 -2.95391 -0.43
O -3.69347 0.95021 -4.26724 -0.41
S -3.35579 -1.42359 -2.38390 0.43
S -0.89448 1.78846 -1.07706 0.43
H -2.36600 -3.06363 0.59410 0.24
H -3.31484 -3.64373 -0.72511 0.24
H -1.51650 -3.64778 -0.90223 0.25
H 1.31006 -0.63818 -0.17598 0.22
H 1.06341 0.54963 -1.35909 0.21
H 2.29534 0.83082 -0.11418 0.21
H 0.29009 3.07898 1.36614 0.21
H 1.52878 2.88348 0.13103 0.21
H 1.71868 1.91691 1.66789 0.22
H -0.48007 0.71923 1.21695 0.24
```

---

Density functional theory data (ωB97M-V with the def2-TZVPD basis set) for an isolated ion of composition C7H10N2O3P and charge -1 at a distorted geometry.

SMILES ... C[C@](N)(c1cccnc1)[P@@](=O)([O-])O
Multiplicity ... 1
Electronic energy ... -949.44474 hartree
Charge ... -1
E_LUMO ... 3.66 eV
Gap between HOMO and LUMO ... 7.9 eV
Highest occupied orbital energy ... -0.154 Eh

The geometry in XYZ format:
```
23
Properties=species:S:1:pos:R:3:nbo_charge:R:1
C -0.97293 1.23148 -1.12575 -0.63
C -0.54907 0.59148 0.18478 -0.13
N -0.71784 1.55046 1.26359 -0.84
C 0.59809 -0.28016 0.29456 -0.06
C 0.92998 -1.07597 -0.78454 -0.20
C 1.96149 -1.92258 -0.70712 -0.26
C 2.81380 -1.96431 0.42477 -0.01
N 2.69505 -1.06414 1.35930 -0.43
C 1.66038 -0.23475 1.27909 0.02
P -1.91249 -1.05045 0.41861 2.25
O -2.23111 -1.76316 -0.86839 -1.17
O -1.45134 -1.68186 1.65983 -1.15
O -3.30586 -0.09170 0.69920 -1.02
H -1.99691 1.55496 -1.02603 0.21
H -0.42480 2.11687 -1.60194 0.19
H -0.89799 0.39283 -1.84498 0.23
H -1.66216 1.88506 1.17040 0.36
H -0.94206 1.00473 2.08134 0.36
H 0.18346 -1.20812 -1.65991 0.23
H 2.16718 -2.64730 -1.52486 0.20
H 3.54836 -2.61486 0.71558 0.18
H 1.52867 0.60959 2.04482 0.19
H -3.58610 -0.29476 -0.20214 0.48
```

---

Density functional theory data (ωB97M-V with the def2-TZVPD basis set) for a 2-piece molecular cluster, C7H10N2O4S overall at a distorted geometry.

Multiplicity ... 1
Electronic energy ... -1081.26771 hartree
E_LUMO ... -1.48 eV
Gap between HOMO and LUMO ... 7.2 eV
Highest occupied orbital energy ... -0.319 Eh

The geometry in XYZ format:
```
24
Properties=species:S:1:pos:R:3:nbo_charge:R:1
C 2.87737 1.80769 1.18078 -0.07
C 1.68325 2.51823 1.46762 -0.11
C 1.09053 0.44652 1.13161 0.15
C -1.47122 -2.13858 -0.82708 -0.18
C -1.86059 -1.05492 -0.13912 -0.18
C -3.27485 -1.13846 0.54838 -0.61
C -1.24690 0.19039 -0.37972 0.46
N 2.51663 0.48175 0.99662 -0.54
N 0.63126 1.64377 1.29410 -0.50
O 1.69084 -1.01489 -1.38926 -0.94
O 0.63913 -0.54887 -3.45776 -0.90
O 1.76390 1.25461 -2.17104 -0.87
O -0.46335 0.47050 -1.30741 -0.63
S 1.18658 -0.04168 -2.25605 2.56
H 3.93234 2.13555 1.27450 0.22
H 1.52202 3.59766 1.51106 0.22
H 0.60663 -0.56040 1.02113 0.20
H -0.59393 -2.30981 -1.29735 0.22
H -2.05299 -3.01560 -0.54285 0.19
H -3.89329 -1.60804 -0.15084 0.22
H -3.62636 0.00132 0.53744 0.22
H -3.29018 -1.63920 1.48415 0.23
H -1.32534 0.94747 0.41784 0.21
H 2.95853 -0.42498 1.05323 0.43
```

---

Density functional theory data (ωB97M-V with the def2-TZVPD basis set) for a 2-piece molecular cluster, C7H10N2OS overall at a distorted geometry.

Multiplicity ... 1
Electronic energy ... -855.44253 hartree
E_LUMO ... -0.14 eV
Gap between HOMO and LUMO ... 7.9 eV
Highest occupied orbital energy ... -0.295 Eh

The geometry in XYZ format:
```
21
Properties=species:S:1:pos:R:3:nbo_charge:R:1
C -0.12454 -2.79759 1.46893 -0.33
C 0.65168 -2.62805 2.67906 0.09
C 0.28166 -2.71232 0.14972 0.10
C 2.29892 -1.97308 0.76141 0.38
C 2.43517 -1.32690 1.92249 -0.24
C -1.17125 1.85732 -0.17398 -0.80
C 0.41637 1.15026 -2.09172 -0.84
N 1.79491 -2.07644 2.94041 -0.37
N 1.67558 -2.66904 -0.08197 -0.48
O -1.43475 -0.40845 -1.33737 -1.00
S -0.34798 0.29556 -0.65265 1.27
H -1.19046 -3.17064 1.67860 0.23
H 0.19258 -3.10105 3.41549 0.18
H -0.20716 -2.89627 -0.67234 0.20
H 2.92943 -0.47697 2.33639 0.24
H -1.94632 1.82311 0.63630 0.24
H -0.47573 2.50692 0.15675 0.21
H -1.74847 2.15299 -0.94373 0.22
H 1.05294 1.96555 -1.80612 0.22
H 0.84178 0.28366 -2.81144 0.25
H -0.33390 1.78642 -2.60513 0.23
```

---

Density functional theory data (ωB97M-V with the def2-TZVPD basis set) for an isolated ion of composition C7H10N3 and charge +1 at a distorted geometry.

SMILES ... C[N@@H+]1C=c2nc[nH]c2=CC1
Multiplicity ... 1
Electronic energy ... -436.62385 hartree
Charge ... +1
E_LUMO (alpha / beta) ... -5.24 / -4.89 eV
Gap between HOMO and LUMO (alpha / beta) ... 6.3 / 8.0 eV
Highest occupied orbital energy (alpha / beta) ... -0.422 / -0.474 Eh

The geometry in XYZ format:
```
20
Properties=species:S:1:pos:R:3:nbo_charge:R:1
C -2.72045 0.78085 0.09174 -0.42
N -1.31372 0.36918 0.27680 -0.40
C -0.44048 1.38964 -0.29492 -0.14
C 1.26857 0.75003 -0.06967 0.25
N 2.45702 1.33008 -0.07736 -0.47
C 3.30652 0.34065 0.07512 0.31
N 2.72445 -0.88172 0.15382 -0.53
C 1.36420 -0.67843 0.01276 0.02
C 0.30254 -1.51289 -0.06424 -0.15
C -1.04952 -0.94073 -0.36782 -0.26
H -3.40042 0.03094 0.49356 0.23
H -2.89557 1.72661 0.60242 0.24
H -2.91500 0.91563 -0.97113 0.24
H -1.15434 0.27023 1.29477 0.43
H -0.55013 2.39741 0.06215 0.21
H 4.36726 0.48084 0.15960 0.23
H 3.19269 -1.77299 0.20944 0.44
H 0.40158 -2.58658 -0.05183 0.25
H -1.11565 -0.76039 -1.45344 0.25
H -1.82955 -1.64837 -0.08176 0.24
```

---

Density functional theory data (ωB97M-V with the def2-TZVPD basis set) for C7H10N3 as an isolated structure at a distorted geometry.

Multiplicity ... 1
Electronic energy ... -436.57350 hartree
Charge ... +1
E_LUMO ... -4.86 eV
Gap between HOMO and LUMO ... 7.4 eV
Highest occupied orbital energy ... -0.450 Eh

The geometry in XYZ format:
```
20
Properties=species:S:1:pos:R:3:mulliken_charge:R:1
C 2.02275 0.77033 2.45802 0.43
C 2.59572 1.81118 2.99726 -0.25
C 0.93267 1.19869 -1.12036 -0.40
C -0.66354 0.58523 -2.35769 -0.08
C 0.29952 0.23333 -0.40978 0.47
C 1.34347 -0.36920 1.88059 -0.87
C 0.44471 -0.48190 0.86565 0.11
N 0.46407 1.23182 -2.38394 -0.55
N -0.82791 -0.03320 -1.17337 0.00
N -2.82820 -1.83039 -0.92911 -0.91
H 2.69818 1.43797 1.68746 0.30
H 1.81295 1.73436 -0.84179 0.29
H -1.35849 0.50968 -3.18762 0.35
H 3.23040 2.59200 3.32759 0.41
H 1.09678 -1.20705 2.65094 0.29
H -0.20693 -1.39357 0.83807 0.28
H -1.58053 -0.75859 -1.14781 0.40
H -3.59066 -1.23081 -1.22438 0.26
H -3.19465 -2.35510 -0.19461 0.22
H -2.69031 -2.44478 -1.73509 0.26
```

---

Density functional theory data (ωB97M-V with the def2-TZVPD basis set) for an isolated ion of composition C7H10N3S and charge +1 at a distorted geometry.

SMILES ... SN1C=NC[N@H+]2CC=CC=C12
Multiplicity ... 1
Electronic energy ... -834.81064 hartree
Charge ... +1
E_LUMO ... -3.87 eV
Gap between HOMO and LUMO ... 8.5 eV
Highest occupied orbital energy ... -0.455 Eh

The geometry in XYZ format:
```
21
Properties=species:S:1:pos:R:3:nbo_charge:R:1
S -3.15889 1.16427 0.09935 0.32
N -1.92152 0.07451 0.33160 -0.63
C -2.08757 -1.48944 -0.07704 0.32
N -1.09063 -2.22597 -0.35742 -0.44
C 0.19556 -1.70854 -0.51038 -0.06
N 0.33749 -0.60246 0.65009 -0.38
C 1.73620 -0.11629 0.95390 -0.26
C 2.20355 0.93174 -0.02703 -0.22
C 1.28025 1.75919 -0.52184 -0.17
C -0.13345 1.59008 -0.20962 -0.27
C -0.61369 0.41664 0.26750 0.30
H -3.17275 1.26262 -1.17004 0.09
H -3.01355 -1.97494 0.07240 0.23
H 0.88408 -2.49896 -0.40668 0.23
H 0.35461 -1.15942 -1.59942 0.25
H 0.07205 -1.06248 1.50543 0.45
H 2.54689 -0.79813 0.71708 0.26
H 1.67565 0.16943 1.95926 0.23
H 3.21180 1.19987 -0.10930 0.24
H 1.41497 2.64991 -1.15789 0.25
H -0.72104 2.41836 -0.40995 0.25
```

---

Density functional theory data (ωB97M-V with the def2-TZVPD basis set) for an isolated ion of composition C7H10N3S and charge +1 at a distorted geometry.

Multiplicity ... 3
Electronic energy ... -834.73024 hartree
Charge ... +1
E_LUMO (alpha / beta) ... -2.93 / -6.00 eV
Gap between HOMO and LUMO (alpha / beta) ... 8.0 / 7.2 eV
Highest occupied orbital energy (alpha / beta) ... -0.400 / -0.485 Eh

The geometry in XYZ format:
```
21
Properties=species:S:1:pos:R:3:nbo_charge:R:1
C 2.87245 0.78027 -0.41010 -0.51
C 2.11795 -0.32892 0.01178 0.14
C 0.00753 -1.93194 0.22836 -0.10
C -1.31916 -2.07303 -0.06930 -0.03
C 0.71424 -0.49799 0.08912 0.01
C -1.33693 0.07359 -1.12693 -0.07
C -0.52107 1.49137 0.79235 -0.39
N -1.92191 -1.15066 -0.71564 -0.34
N 3.15724 -1.27305 0.23311 -0.75
N -0.09632 0.60686 -0.36860 -0.38
S 4.29976 -0.14758 -0.17435 0.71
H 2.83553 1.60066 -1.04872 0.25
H 0.62692 -2.57075 0.78690 0.22
H -2.00127 -2.87976 0.13936 0.24
H -0.91788 0.10581 -2.20494 0.23
H -2.06393 0.80774 -0.89031 0.22
H -1.00114 0.80341 1.60411 0.24
H 0.26120 2.00913 1.21309 0.23
H -1.25037 2.11948 0.43790 0.21
H 3.31347 -1.95856 0.97396 0.43
H 0.38604 1.19734 -1.01156 0.43
```

---

Relative energy (zero: lowest compared OMol25 entry of this formula, charge and spin) values (in kcal/mol) by entry order: 82.4, 14.8, 51.6, 144.2, 89.3, 120.9, 66.6, 62.1.